{"formula": "C45H32Cl5F3NO2PbSSb", "method": "the ωB97M-V functional and the def2-TZVPD basis", "species": ["Pb", "C", "C", "C", "C", "C", "C", "C", "C", "C", "S", "C", "N", "H", "H", "H", "H", "H", "H", "H", "H", "Cl", "C", "C", "C", "Cl", "C", "Cl", "C", "Cl", "C", "Cl", "F", "C", "C", "C", "C", "C", "C", "Sb", "C", "C", "C", "C", "F", "C", "C", "C", "C", "C", "C", "F", "C", "C", "H", "H", "H", "H", "H", "H", "H", "H", "H", "H", "H", "H", "O", "C", "C", "C", "C", "C", "C", "C", "C", "O", "C", "C", "C", "H", "H", "H", "H", "H", "H", "H", "H", "H", "H", "H", "H"], "xyz": [[0.05985, 1.18125, 0.74741], [-0.10722, -2.08577, -0.75075], [-1.37808, -1.35727, -1.06302], [-2.37056, -2.06081, -1.77742], [-3.56165, -1.45742, -2.03581], [-3.78546, -0.13103, -1.60865], [-5.00185, 0.53763, -1.86929], [-5.16822, 1.82712, -1.45581], [-4.13163, 2.49397, -0.78096], [-2.92936, 1.87988, -0.51899], [-1.68725, 2.84757, 0.28223], [-2.73826, 0.52709, -0.92433], [-1.55895, -0.11495, -0.66264], [0.25270, -2.61936, -1.63096], [-0.29063, -2.83259, 0.02609], [0.69105, -1.43101, -0.40434], [-2.16804, -3.07141, -2.10366], [-4.34251, -1.97643, -2.57762], [-5.78547, 0.01350, -2.40001], [-6.09610, 2.34978, -1.64226], [-4.28248, 3.51803, -0.46479], [1.68093, 3.93615, 0.39897], [1.47457, 3.60073, 2.08136], [0.94582, 2.38076, 2.46912], [0.83517, 2.12378, 3.83189], [0.26844, 0.60767, 4.43356], [1.21350, 3.07974, 4.77928], [1.06599, 2.75347, 6.45120], [1.72320, 4.31221, 4.36167], [2.18457, 5.48476, 5.50847], [1.86231, 4.57358, 2.99933], [2.50251, 6.06761, 2.46863], [5.73577, -3.14221, -3.42472], [4.83917, -2.24239, -3.03724], [4.48572, -1.23169, -3.91666], [3.55304, -0.29641, -3.50527], [2.98314, -0.38255, -2.23225], [3.36175, -1.40538, -1.37025], [4.29715, -2.34687, -1.76812], [1.56275, 1.09482, -1.79008], [2.54006, 2.85313, -2.35260], [1.85581, 3.91428, -2.94189], [2.54226, 5.05852, -3.31257], [3.90487, 5.11767, -3.07546], [4.56675, 6.21429, -3.42782], [4.60722, 4.07885, -2.48715], [3.91276, 2.94058, -2.11991], [0.04070, 0.78628, -3.19859], [-0.99709, 1.71265, -3.31119], [-2.02392, 1.50818, -4.21564], [-1.99607, 0.36159, -4.99127], [-2.99263, 0.14676, -5.84859], [-0.98125, -0.57440, -4.90209], [0.03995, -0.35840, -3.99118], [4.94328, -1.18714, -4.89519], [3.27966, 0.50194, -4.18617], [2.93615, -1.48430, -0.37770], [4.61450, -3.14874, -1.11626], [0.79131, 3.86240, -3.12912], [2.04308, 5.89555, -3.78016], [5.67213, 4.17417, -2.32812], [4.45378, 2.12101, -1.66134], [-1.03461, 2.59069, -2.67572], [-2.83975, 2.20992, -4.32131], [-1.00080, -1.44759, -5.53916], [0.83795, -1.08795, -3.91633], [3.83519, 0.29379, 2.53036], [3.00885, -0.00776, 1.83732], [-3.14937, -5.36095, 5.60160], [-2.41389, -4.35399, 4.77863], [-1.03732, -4.46299, 4.57959], [-0.34522, -3.54767, 3.81605], [1.14227, -3.71923, 3.65927], [-1.06635, -2.47217, 3.22099], [-0.31754, -1.53127, 2.47660], [-0.80948, -0.56740, 1.83885], [-2.47572, -2.34619, 3.41435], [-3.29306, -1.23122, 2.83257], [-3.10733, -3.29387, 4.19076], [-2.46957, -6.02957, 6.12405], [-3.79701, -5.96253, 4.96026], [-3.79068, -4.86719, 6.33187], [-0.50261, -5.28452, 5.03865], [1.44544, -4.68066, 4.06642], [1.69092, -2.94744, 4.20393], [1.46279, -3.69454, 2.61699], [0.76753, -1.65775, 2.46123], [-3.31316, -1.28002, 1.74178], [-2.88758, -0.25487, 3.09792], [-4.31458, -1.29655, 3.20097], [-4.17402, -3.20890, 4.35820]], "forces_ev_per_a": [[0.0, 0.5, -0.2], [0.1, 0.0, 0.0], [-0.1, 0.0, 0.0], [-0.1, 0.0, 0.0], [0.0, 0.0, 0.0], [0.0, 0.1, 0.1], [0.0, 0.0, 0.0], [0.0, 0.0, 0.0], [0.1, 0.0, 0.0], [0.0, -0.1, 0.0], [-0.2, 0.0, -0.1], [0.0, 0.1, 0.1], [0.0, -0.1, 0.0], [0.0, 0.0, 0.0], [0.0, 0.0, 0.0], [0.0, 0.0, 0.0], [0.0, 0.0, 0.0], [0.0, 0.0, 0.0], [0.0, 0.0, 0.0], [0.0, 0.0, 0.0], [0.0, 0.0, 0.0], [0.0, 0.0, -0.1], [0.0, 0.1, 0.0], [0.1, -0.2, 0.3], [0.1, 0.0, 0.1], [0.0, 0.0, 0.0], [0.0, 0.0, 0.0], [0.0, 0.0, 0.0], [0.0, -0.1, 0.0], [0.0, 0.0, 0.0], [0.0, 0.0, 0.0], [0.0, 0.0, 0.0], [0.0, 0.0, 0.0], [0.0, 0.0, 0.0], [0.0, 0.0, 0.0], [0.0, 0.0, 0.0], [0.0, 0.0, 0.0], [0.0, -0.1, 0.1], [0.0, 0.0, 0.0], [-0.1, -0.2, -0.1], [0.1, 0.0, 0.0], [0.0, 0.0, 0.0], [0.0, 0.0, 0.0], [0.0, 0.0, 0.0], [0.0, 0.0, 0.0], [0.0, 0.0, 0.0], [0.0, 0.0, 0.0], [-0.1, 0.1, 0.0], [0.0, 0.1, 0.0], [0.0, -0.1, 0.0], [0.0, 0.0, 0.0], [0.0, 0.0, 0.0], [0.0, 0.0, 0.0], [0.1, 0.0, 0.0], [0.0, 0.0, 0.0], [0.0, 0.0, 0.0], [0.0, 0.0, 0.0], [0.0, 0.0, 0.0], [0.0, 0.0, 0.0], [0.0, 0.0, 0.0], [0.0, 0.0, 0.0], [0.0, 0.0, 0.0], [0.0, 0.0, 0.0], [0.0, 0.0, 0.0], [0.0, 0.0, 0.0], [0.0, 0.0, 0.0], [0.1, 0.0, 0.0], [0.0, 0.0, 0.1], [0.0, 0.0, 0.0], [0.0, 0.0, 0.0], [0.0, 0.0, 0.0], [-0.1, 0.0, 0.0], [0.1, 0.0, 0.0], [0.0, 0.0, 0.0], [0.0, 0.1, -0.1], [0.1, -0.1, 0.1], [0.0, -0.1, 0.0], [0.0, 0.0, 0.0], [0.0, 0.0, 0.0], [0.0, 0.0, 0.0], [0.0, 0.0, 0.0], [0.0, 0.0, 0.0], [0.0, 0.0, 0.0], [0.0, 0.0, 0.0], [0.0, 0.0, 0.0], [0.0, 0.0, 0.0], [0.0, 0.0, 0.0], [0.0, 0.0, 0.0], [0.0, 0.0, 0.0], [0.0, 0.0, 0.0], [0.0, 0.0, 0.0]], "mulliken_charge": [2.06, -1.24, 0.68, -1.21, -1.13, 1.32, -0.96, -0.98, -0.62, 0.50, -0.47, -0.49, 1.11, 0.70, 0.46, -0.68, 0.64, 0.50, 0.50, 0.45, 0.54, -0.04, 0.72, -1.62, 1.06, -0.20, -0.30, -0.15, 0.57, -0.14, -0.43, -0.16, -0.31, 0.15, -0.74, -0.54, 0.31, -0.47, -0.71, 2.26, -0.19, 0.02, -0.71, 0.22, -0.30, -0.72, -0.61, 0.79, -0.43, -1.06, 0.19, -0.36, -0.82, -0.56, 0.49, 0.50, 0.30, 0.52, 0.37, 0.51, 0.49, 0.51, 0.49, 0.52, 0.52, 0.42, -0.19, 0.25, -1.53, 0.54, -1.10, 0.86, -1.50, 0.51, 0.10, -0.49, 0.80, -1.02, -1.09, 0.38, 0.35, 0.38, 0.36, 0.41, 0.33, 0.30, 0.07, 0.07, 0.17, 0.52, 0.47], "energy_ha": -5370.5407, "charge": 2, "e_above_lowest_kj_mol": 117.0, "homo_lumo_gap_ev": 5.91}